# 1
Molecular formula: C4H6N2O
Method: DFT, ωB97M-V/def2-TZVPD

```
13
Properties=species:S:1:pos:R:3:forces:R:3:mulliken_charge:R:1
H 2.4801 -0.7097 0.1768 0.3 0.2 0.0 0.21
N 1.5848 -0.2636 0.3157 0.6 0.7 0.1 -0.54
C 1.3392 0.6203 -0.5550 0.6 0.4 0.7 0.06
O 0.1552 1.2276 -0.6441 0.1 -0.2 0.1 -0.35
C -0.8731 0.8585 0.2878 -0.1 0.1 0.2 -0.35
C -1.0150 -0.6626 0.6420 -0.2 0.0 -0.1 -0.36
C -0.2630 -1.3374 -0.3986 -1.4 -0.4 -2.0 0.39
N -0.1715 -1.4488 -1.5495 0.4 -1.2 0.5 -0.53
H 2.0264 1.0224 -1.2962 -0.1 -0.2 -0.2 0.35
H -1.7602 1.2104 -0.2418 -0.1 -0.1 0.4 0.30
H -0.6988 1.4364 1.1932 -0.1 0.0 0.1 0.31
H -0.7889 -0.9303 1.6779 0.3 0.2 -0.4 0.26
H -2.0152 -1.0232 0.3917 -0.3 0.4 0.4 0.26
```
Forces are in eV/Å.

As for the LUMO energy: 0.92 eV. Its energy above the lowest of the compared OMol25 structures with the same formula, charge and spin is 61.7 kcal per mole. Its HOMO energy is -9.60 eV. The HOMO-LUMO gap is 0.387 hartree. The total energy comes out at -340.69664 Ha. The SMILES is [H]/N=C/OCCC#N.

# 2
Molecular formula: Br2H3N2P
Method: DFT, ωB97M-V/def2-TZVPD

```
8
Properties=species:S:1:pos:R:3:forces:R:3:mulliken_charge:R:1
N -1.5021 0.2768 0.1513 -1.8 -2.2 -3.4 -0.52
N -0.3879 -0.4876 0.2942 4.2 -3.1 -1.6 -0.32
P 1.1234 0.0616 -0.7656 -1.6 -1.4 1.4 0.27
Br 2.3746 -1.5995 0.0897 -0.1 0.3 -0.3 -0.15
Br 1.6836 1.7495 0.4878 0.1 0.5 0.3 -0.12
H -1.1897 1.0074 0.6546 0.0 4.1 1.8 0.27
H -1.6352 0.4799 -0.8666 -0.3 0.5 1.2 0.25
H -0.4668 -1.4881 -0.0453 -0.5 1.4 0.7 0.30
```
Forces are in eV/Å.

As for the LUMO energy: -0.12 eV. Its energy above the lowest of the compared OMol25 structures with the same formula, charge and spin is 11.8 kcal per mole. Its HOMO energy is -9.08 eV. The HOMO-LUMO gap is 0.329 hartree. The total energy comes out at -5600.67978 Ha. The SMILES is NNP(Br)Br.

# 3
Molecular formula: C4H9NOS
Method: DFT, ωB97M-V/def2-TZVPD

```
16
Properties=species:S:1:pos:R:3:forces:R:3:mulliken_charge:R:1
O 0.1603 -0.8768 3.3138 -0.5 -0.2 0.4 -0.56
C -0.4192 -0.1992 2.4944 1.1 0.3 -0.6 -0.04
N 0.0174 -0.1940 1.1819 -1.8 -0.7 2.7 -0.04
C -0.4418 0.8217 0.2905 0.7 2.2 -1.2 -0.79
C 0.3650 0.9031 -1.0240 0.7 -0.6 1.0 -0.47
C 0.1351 -0.3306 -1.8641 0.0 -1.5 -0.2 -0.76
S 1.3058 -1.7997 -1.5395 -1.0 1.0 0.1 -0.22
H -1.2143 0.5090 2.7575 -0.2 0.0 -0.1 0.35
H 0.7254 -0.9159 1.2212 0.5 0.4 -1.7 0.26
H -0.3263 1.7907 0.8025 0.4 -0.1 -0.1 0.45
H -1.5097 0.9208 0.0232 0.0 -1.3 0.2 0.34
H 1.4294 0.9186 -0.7479 -0.2 0.3 -0.2 0.33
H 0.1261 1.8201 -1.5565 -0.1 0.0 0.0 0.33
H 0.1412 -0.2160 -2.9476 0.1 0.4 0.2 0.36
H -0.8292 -0.7614 -1.5782 0.0 0.1 -0.4 0.32
H 0.3347 -2.3905 -0.8273 0.4 -0.3 0.0 0.13
```
Forces are in eV/Å.

As for the LUMO energy: 0.76 eV. Its energy above the lowest of the compared OMol25 structures with the same formula, charge and spin is 32.9 kcal per mole. Its HOMO energy is -9.38 eV. The HOMO-LUMO gap is 0.373 hartree. The total energy comes out at -685.96648 Ha. The SMILES is O=CNCCCS.

# 4
Molecular formula: C7H16N2O
Method: DFT, ωB97M-V/def2-TZVPD

```
26
Properties=species:S:1:pos:R:3:forces:R:3:mulliken_charge:R:1
C 1.1153 -4.0290 0.5845 0.1 -0.7 -1.7 -0.10
C 1.1950 1.1289 0.4669 1.2 3.5 -3.1 -1.22
C 0.3565 1.9299 -1.8272 -3.4 -2.1 -0.9 -2.02
C -1.1386 1.9029 0.1309 -2.6 -3.1 -3.6 -1.82
C -0.8285 -1.1381 1.4893 -1.2 -1.8 -1.9 -0.62
C -0.3530 -0.3182 -0.8584 -0.5 1.6 3.0 -0.76
C -0.0224 1.1346 -0.5863 -0.2 -0.1 3.1 1.67
N -0.5250 -2.5134 -0.4833 -0.3 -0.5 -0.5 -1.32
N -0.6043 -1.2862 0.0068 0.6 -0.6 -0.9 0.78
O 1.2442 -3.6971 1.7237 -0.4 -0.4 1.2 -0.44
H 1.7390 -3.4560 -0.1620 -0.6 -1.1 -0.1 0.22
H 2.1189 0.9990 -0.1499 -0.4 -0.8 0.7 0.33
H 1.3499 2.2367 0.6862 -0.3 -1.2 0.4 0.33
H 1.1998 0.5753 1.3794 -0.4 -0.6 0.2 0.35
H -0.4984 2.0521 -2.6222 1.6 -0.8 1.4 0.31
H 1.2133 1.4777 -2.1832 1.8 -0.7 -1.6 0.57
H 0.5400 2.8814 -1.5298 0.9 3.0 0.9 0.53
H -1.2783 1.5774 1.0841 -0.6 -1.4 2.7 0.58
H -1.0086 2.8890 0.3207 0.7 3.4 -0.4 0.55
H -2.1269 1.6731 -0.4499 1.5 0.9 1.1 0.28
H 0.0093 -1.6584 1.9283 0.7 0.7 0.4 0.34
H -0.9695 -0.0663 1.5893 -0.2 -0.6 1.2 0.12
H -1.6628 -1.9157 1.7175 0.8 2.1 -0.3 0.26
H -0.0770 -0.6100 -1.7898 0.4 -1.4 -2.6 0.55
H 0.3837 -4.9468 0.2064 1.7 2.0 0.8 0.28
H -0.7500 -3.2268 0.2020 -0.7 0.8 0.3 0.27
```
Forces are in eV/Å.

As for the LUMO energy (alpha / beta): 0.70 / 0.70 eV. Its energy above the lowest of the compared OMol25 structures with the same formula, charge and spin is 149.7 kcal per mole. Its HOMO energy (alpha / beta) is -7.31 / -7.31 eV. The HOMO-LUMO gap (alpha / beta) is 0.294 / 0.294 hartree. The total energy comes out at -460.86535 Ha.

# 5
Molecular formula: C5H12N2
Method: DFT, ωB97M-V/def2-TZVPD

```
19
Properties=species:S:1:pos:R:3:forces:R:3:mulliken_charge:R:1
C 0.4173 -1.9350 -0.2015 -0.4 -0.6 1.2 -0.96
N -0.8816 0.2995 2.3558 0.0 0.1 -0.1 -0.55
C -0.3764 -1.3471 0.7647 0.0 -0.4 -1.4 -0.09
N 0.0317 -0.2920 1.4667 1.2 1.4 -0.3 -0.03
H -0.5767 0.1209 3.3054 -0.1 0.0 -0.1 0.23
H -1.8347 -0.0409 2.2366 0.1 -0.1 -0.1 0.22
H -1.4392 -1.6055 0.8110 0.0 0.0 0.0 0.29
H 0.0053 -2.7423 -0.7887 -0.1 0.0 -0.1 0.31
H 0.7568 -0.5391 -0.9872 0.1 1.7 -0.2 -0.15
H 1.4895 -1.9685 -0.0639 0.1 0.2 -0.1 0.32
C -0.4247 1.0335 -1.8879 0.1 0.2 0.1 -1.31
C 0.7976 0.7051 -1.0412 -0.2 -1.6 -0.5 0.29
C 0.7674 1.0879 0.3425 -0.7 -1.0 1.4 -0.65
H 1.7483 0.9114 -1.5340 0.0 0.0 0.1 0.45
H -0.3510 0.5747 -2.8760 0.0 0.0 0.1 0.35
H -0.5456 2.1106 -2.0224 -0.1 0.0 0.0 0.36
H -1.3283 0.6482 -1.4090 0.0 0.0 0.0 0.29
H 0.0225 1.7995 0.6789 0.0 0.0 0.0 0.35
H 1.7219 1.1789 0.8503 -0.1 0.1 -0.1 0.29
```
Forces are in eV/Å.

As for the LUMO energy: 1.14 eV. Its energy above the lowest of the compared OMol25 structures with the same formula, charge and spin is 91.5 kcal per mole. Its HOMO energy is -7.65 eV. The HOMO-LUMO gap is 0.323 hartree. The total energy comes out at -307.08348 Ha.

# 6
Molecular formula: C3CuLiO6
Method: DFT, ωB97M-V/def2-TZVPD

```
11
Properties=species:S:1:pos:R:3:forces:R:3:lowdin_spin:R:1
O 1.1960 -0.7581 -1.5970 -2.1 0.6 -3.8 0.28
C 0.0293 -0.6403 -2.0519 2.4 -1.4 4.1 0.41
O -0.7965 -0.7010 -0.8980 0.3 0.3 -2.2 0.11
C -2.2120 -1.1935 -0.8340 -3.3 -1.1 0.1 0.01
O -2.6279 -1.7371 -1.8435 1.1 0.6 0.1 0.03
O -2.6693 -0.9762 0.2827 1.1 0.3 -0.4 0.02
Cu 0.6575 -0.3580 0.2553 -0.1 -0.1 1.1 0.16
C 2.1027 2.0130 0.9746 0.1 -0.2 0.3 0.57
O 2.4067 2.9024 1.7438 -0.3 0.2 0.1 0.19
O 1.3132 1.0485 1.2310 0.4 0.9 1.2 0.18
Li 0.8377 2.2202 2.9278 0.5 -0.1 -0.6 0.04
```
Forces are in eV/Å.

As for the LUMO energy (alpha / beta): -1.57 / -2.68 eV. Its energy above the lowest of the compared OMol25 structures with the same formula, charge and spin is 64.1 kcal per mole. The expectation value of S² is 2.01. The spin multiplicity is 3. Its HOMO energy (alpha / beta) is -9.08 / -8.94 eV. The HOMO-LUMO gap (alpha / beta) is 0.276 / 0.230 hartree. The total energy comes out at -2213.66882 Ha.

# 7
Molecular formula: H3N3
Method: DFT, ωB97M-V/def2-TZVPD

```
6
Properties=species:S:1:pos:R:3:forces:R:3:mulliken_charge:R:1
H 1.7534 -1.3902 0.2570 0.5 0.9 -0.2 0.26
N 1.3479 -0.4338 0.2783 -1.1 -1.6 -0.5 -0.47
N 0.1935 -0.6913 -0.1780 1.9 0.4 1.2 -0.02
N -0.6662 0.2810 -0.0390 -4.1 2.4 -1.5 -0.29
H -0.5938 1.3320 0.0103 1.6 -1.6 0.4 0.28
H -1.5562 0.1367 -0.5627 1.3 -0.5 0.7 0.24
```
Forces are in eV/Å.

As for the LUMO energy: 1.26 eV. Its energy above the lowest of the compared OMol25 structures with the same formula, charge and spin is 70.3 kcal per mole. Its HOMO energy is -9.70 eV. The HOMO-LUMO gap is 0.403 hartree. The total energy comes out at -165.99164 Ha. The SMILES is [H]/N=N/N.

# 8
Molecular formula: C2H2F2OS
Method: DFT, ωB97M-V/def2-TZVPD

```
8
Properties=species:S:1:pos:R:3:forces:R:3:mulliken_charge:R:1
C 1.1292 -1.2909 0.1933 -1.2 1.0 0.9 -0.04
C 0.5090 -0.1252 -0.5613 1.0 4.1 -1.1 0.71
O 1.9338 -1.9874 -0.3268 0.1 -0.3 0.5 -0.37
F 1.5189 1.2985 -0.2706 -2.3 -3.5 -0.2 -0.41
F 0.6877 -0.2403 -1.8673 -0.1 0.1 0.5 -0.14
S -1.1762 0.3801 -0.0892 1.1 0.0 -0.2 -0.18
H 0.6024 -1.3258 1.2015 1.1 -0.7 -0.5 0.24
H -1.1663 1.5801 -0.7457 0.3 -0.7 0.2 0.19
```
Forces are in eV/Å.

As for the LUMO energy: -1.17 eV. Its energy above the lowest of the compared OMol25 structures with the same formula, charge and spin is 42.2 kcal per mole. Its HOMO energy is -10.93 eV. The HOMO-LUMO gap is 0.359 hartree. The total energy comes out at -750.48841 Ha.

Please write out number 2 again, unchanged.
Molecular formula: Br2H3N2P
Method: DFT, ωB97M-V/def2-TZVPD

```
8
Properties=species:S:1:pos:R:3:forces:R:3:mulliken_charge:R:1
N -1.5021 0.2768 0.1513 -1.8 -2.2 -3.4 -0.52
N -0.3879 -0.4876 0.2942 4.2 -3.1 -1.6 -0.32
P 1.1234 0.0616 -0.7656 -1.6 -1.4 1.4 0.27
Br 2.3746 -1.5995 0.0897 -0.1 0.3 -0.3 -0.15
Br 1.6836 1.7495 0.4878 0.1 0.5 0.3 -0.12
H -1.1897 1.0074 0.6546 0.0 4.1 1.8 0.27
H -1.6352 0.4799 -0.8666 -0.3 0.5 1.2 0.25
H -0.4668 -1.4881 -0.0453 -0.5 1.4 0.7 0.30
```
Forces are in eV/Å.

As for the LUMO energy: -0.12 eV. Its energy above the lowest of the compared OMol25 structures with the same formula, charge and spin is 11.8 kcal per mole. Its HOMO energy is -9.08 eV. The HOMO-LUMO gap is 0.329 hartree. The total energy comes out at -5600.67978 Ha. The SMILES is NNP(Br)Br.

What is the energy above the lowest of the compared OMol25 structures with the same formula, charge and spin in the first record?
61.7 kcal per mole

Look up the total energy of the seventh one.
-165.99164 Ha